Formula: C35H45BeBrN4P2
Source: the OMol25 dataset
Level of theory: ωB97M-V with the def2-TZVPD basis set

The frontier orbital gap comes out at 6.26 eV. Its net charge is +2. The HOMO energy comes out at -12.986 eV.

Last column: Mulliken charge in e.
Positions of all 88 atoms, in Å:
H  -1.92875  0.00241  1.51627  -0.73
C  0.18835  -0.14992  5.18726  1.79
C  -0.33940  1.46843  9.08689  -0.10
C  3.57004  -2.48444  -1.42183  -1.70
C  0.68785  -0.84657  6.30539  -0.53
H  4.13233  5.50098  -1.54465  0.41
H  2.39875  4.24366  -5.10189  0.40
C  2.36829  -2.11089  -0.56078  -1.04
N  -0.47056  1.92146  10.15897  -0.41
H  0.90532  -0.84459  8.48931  0.43
N  -0.29755  -1.04164  1.79182  1.31
H  -0.30296  -1.89663  -3.66493  0.47
H  3.37699  -2.43840  -2.49757  0.27
H  0.41109  -3.02082  1.63753  0.65
H  4.06976  -0.20848  -2.72754  0.32
H  4.63576  0.32985  -0.67630  0.24
C  3.36482  4.93325  -2.04031  -0.60
C  2.39480  4.23889  -4.02660  -0.54
H  -1.52348  -4.58781  -2.77865  0.33
C  -2.48278  3.14643  -0.09724  -1.05
P  1.47972  -0.47515  -0.76538  0.86
H  -4.66704  -3.82582  -0.89490  0.46
H  4.59390  1.07724  0.90591  0.44
H  -2.01874  4.10358  -0.40148  0.53
C  3.25485  0.50081  -2.89925  -1.79
H  4.46125  -1.88414  -1.21564  0.27
C  -0.59997  -2.60491  -2.88285  -0.04
H  3.48980  1.43176  -2.37709  0.23
C  2.62484  0.65819  0.15213  0.52
Br  -6.22179  1.26715  0.40278  -0.10
C  0.63584  -2.02954  3.58588  -0.36
H  -0.39070  0.93245  2.72611  0.64
H  -3.00528  -2.47191  0.13883  0.21
C  1.88979  -0.06048  -2.53372  -0.02
H  2.19022  0.73998  1.15708  0.24
H  -2.06418  -3.61893  -4.14975  0.30
C  -0.16570  0.90819  7.76704  0.48
P  -1.68850  -1.71399  -1.74782  1.26
H  -0.91315  1.59693  4.51500  0.31
H  -0.44467  -4.31610  -4.15237  0.45
C  -0.68152  1.59153  6.64433  -1.19
C  -0.35200  2.25090  -0.51718  0.30
C  -2.60221  -0.45784  -2.68142  -0.22
H  2.46430  4.24348  -0.19532  0.52
H  2.49079  1.64841  -0.29609  -0.45
C  -4.38585  1.82002  0.48011  -0.31
C  4.10392  0.32169  0.27930  -1.65
H  -2.33563  -1.11838  -4.75101  0.34
H  -2.19888  -3.77085  -0.72601  0.57
C  0.51634  -0.31218  7.59965  -1.05
C  0.30028  -2.19011  2.28827  -1.23
H  1.57978  -2.86162  -0.70753  0.50
H  3.85064  -3.52044  -1.20004  0.46
C  -2.24660  0.77735  0.66974  0.47
H  1.68777  -0.96308  -3.12318  0.60
C  0.60528  2.64272  -1.23331  -0.15
H  -1.23064  2.53815  6.78825  0.41
H  -3.67629  -0.01028  -4.45925  0.45
H  -3.42002  -0.11805  -2.03413  0.25
H  -3.98569  -3.65729  -2.51445  0.31
C  -3.12967  -0.86186  -4.04430  -1.42
H  4.27323  -0.64680  0.75216  0.37
H  2.65395  -2.16473  0.49785  0.80
N  3.32277  4.90352  -3.36079  -0.56
H  0.99984  -2.74955  4.27727  0.44
H  1.20777  -1.79020  6.19686  0.35
H  -4.71702  -2.26378  -1.71099  0.30
C  1.54652  3.44775  -1.98354  0.43
H  -3.82207  -1.70543  -4.00535  0.29
H  0.33036  -2.87395  -2.36523  0.10
N  0.30908  -0.70535  3.90114  0.27
H  1.11435  0.66554  -2.81006  0.15
C  -4.10669  -3.15651  -1.55378  -1.48
C  1.42864  3.50783  -3.36723  -0.07
C  -2.78820  -2.86002  -0.88116  -0.57
C  -1.65834  2.00933  0.10293  1.49
C  -1.20189  -3.84694  -3.51676  -1.47
C  2.46299  4.22023  -1.27650  -0.04
Be  -1.58432  -1.04737  0.60028  -1.56
H  -1.93441  0.41016  -2.78477  0.25
C  -0.11935  -0.11142  2.76854  -0.76
H  0.63503  2.98291  -3.87990  0.46
C  -3.61439  0.76404  0.92711  -0.45
H  -4.54332  3.88876  -0.06225  0.51
H  -4.06163  -0.08853  1.40528  0.70
C  -3.86927  3.05375  0.09888  -0.46
H  3.27148  0.74015  -3.96959  0.42
C  -0.48838  1.05390  5.36755  -0.25

Forces on the atoms, in the same order (eV/Å):
H 0.236 2.872 -0.828
C 0.367 0.260 2.051
C -0.255 0.883 2.231
C 0.384 -0.338 -0.043
C -0.286 0.754 0.396
H 0.271 0.322 -0.168
H 0.226 0.309 -0.299
C -0.354 0.144 0.122
N 0.290 -1.052 -2.525
H -0.276 0.384 -0.766
N 0.206 0.038 0.513
H -0.115 0.050 0.181
H -0.103 0.063 0.156
H 0.045 -0.697 -0.113
H -0.213 0.147 0.020
H -0.210 -0.037 0.181
C -0.493 -0.330 0.031
C -0.320 -0.127 0.557
H 0.120 0.073 -0.065
C -0.304 -0.650 0.662
P 1.259 -0.086 -0.477
H -0.190 0.016 -0.262
H -0.083 -0.151 -0.042
H -0.326 -0.858 0.044
C 0.334 0.074 -0.411
H -0.297 -0.012 -0.025
C 0.542 -0.178 -0.063
H -0.066 -0.130 0.038
C -0.207 0.092 0.138
Br 0.149 0.920 0.009
C -0.448 0.805 -0.453
H -0.068 -0.202 -0.144
H -0.057 0.016 0.081
C -0.431 0.025 0.112
H 0.053 0.070 0.046
H 0.118 0.021 0.073
C 0.016 -0.084 -0.508
P 0.598 1.374 2.463
H 0.177 -0.223 0.478
H -0.154 -0.002 0.108
C 0.260 -0.250 0.134
C 2.771 0.350 -1.794
C -0.124 0.174 0.145
H 0.097 -0.093 -0.021
H 0.153 -0.224 0.162
C -1.505 -0.553 0.225
C 0.399 0.230 0.067
H -0.027 0.068 0.137
H -0.074 0.011 0.119
C -0.027 -0.106 -0.388
C -0.597 0.099 -0.030
H 0.158 -0.112 0.130
H -0.041 0.102 -0.068
C -0.405 0.131 1.313
H 0.026 0.118 0.058
C -4.053 -0.422 2.693
H 0.403 -0.666 -0.166
H 0.063 -0.155 -0.085
H 0.049 -0.053 -0.014
H 0.136 0.020 0.057
C -0.305 0.008 -0.473
H -0.020 0.047 -0.005
H -0.109 -0.080 -0.079
N 1.030 0.668 -0.750
H 0.265 -0.125 0.390
H -0.004 0.108 0.011
H 0.153 -0.011 0.046
C -0.992 -0.495 0.679
H 0.059 0.090 0.068
H -0.273 0.135 0.005
N 0.312 -0.506 -1.620
H 0.082 -0.087 -0.168
C -0.807 -0.560 0.390
C 0.249 -0.245 0.351
C -0.487 -0.561 -0.708
C 0.769 -0.070 -0.575
C -0.245 -0.380 -0.327
C -0.027 -0.365 -0.274
Be 3.199 0.176 -2.756
H 0.016 -0.218 0.127
C -0.979 -1.223 0.318
H 0.094 -0.091 -0.065
C 0.696 0.897 -1.108
H 0.163 -0.065 -0.151
H -0.273 -0.130 0.116
C 0.036 -0.657 0.076
H -0.010 -0.026 0.141
C -0.392 0.544 0.168